Here is C16H14AsFMoO11S as an isolated structure in a non-equilibrium geometry from the OMol25 dataset. Energies are from the ωB97M-V functional and the def2-TZVPD basis.

Element x y z (Å)
Mo: -0.2365 0.3206 0.3556
O: 1.7302 2.0990 -2.7307
C: 1.0119 2.3451 -1.6798
O: 0.3649 1.4604 -1.1384
C: 1.0404 3.7427 -1.1240
O: 0.1583 3.8594 -0.0600
C: 0.6989 3.9877 1.2432
C: 0.7429 2.7527 2.1422
O: 1.2265 2.8670 3.2340
O: 0.2352 1.6146 1.6897
H: 1.7421 1.1304 -2.9102
H: 0.7544 4.4205 -1.9339
H: 2.0829 3.9651 -0.8670
H: 0.0727 4.7094 1.7660
H: 1.7137 4.3924 1.2161
O: 2.1542 -1.6241 2.3200
As: 0.7549 -2.5245 1.7742
O: 0.2568 -3.5514 2.9245
O: -0.4190 -1.2900 1.3770
C: 1.3010 -3.4736 0.1784
C: 1.4503 -4.8287 0.4196
C: 1.8615 -5.6793 -0.6059
C: 2.1118 -5.1880 -1.8705
C: 1.9549 -3.8305 -2.1394
C: 1.5547 -2.9926 -1.1206
S: 1.2944 -1.2933 -1.4237
O: 1.8093 -0.8818 -2.7108
O: 1.8941 -0.6097 -0.2572
O: -0.1862 -1.1174 -1.2981
H: 2.1673 -1.7542 3.2798
H: 1.2377 -5.2102 1.4102
H: 1.9819 -6.7353 -0.4029
H: 2.4248 -5.8584 -2.6600
H: 2.1438 -3.4254 -3.1242
F: -6.0124 2.5730 0.5383
C: -4.7623 2.0671 0.4775
C: -4.2134 1.5162 1.6179
C: -2.9240 1.0087 1.5501
C: -2.1942 1.0424 0.3581
C: -2.7941 1.6047 -0.7690
C: -4.0836 2.1216 -0.7210
H: -4.7882 1.4903 2.5339
H: -2.4890 0.5793 2.4453
H: -2.2661 1.6391 -1.7155
H: -4.5594 2.5589 -1.5886

Cartesian forces, eV/Å:
-0.22 -1.37 1.60
0.17 0.23 -0.20
0.24 -0.20 0.17
-0.11 0.82 -1.02
0.07 -0.02 -0.15
-0.08 0.01 0.07
-0.03 0.10 -0.09
-0.05 -0.60 -0.12
-0.01 0.10 0.10
0.12 0.53 -0.11
-0.02 -0.18 -0.01
-0.01 0.05 0.04
-0.02 0.02 0.04
0.01 0.01 0.04
0.00 -0.01 0.00
-0.14 -0.09 0.02
-0.21 0.29 0.22
0.00 0.12 -0.21
0.22 -0.05 -0.10
0.02 0.01 -0.31
0.04 -0.05 -0.13
-0.02 -0.04 0.09
0.02 0.01 -0.10
0.00 -0.07 0.08
-0.01 -0.19 0.29
0.12 0.34 0.15
-0.02 -0.15 0.18
-0.16 0.06 -0.30
-0.14 0.33 -0.14
0.12 0.06 0.02
-0.01 -0.01 0.00
-0.01 0.01 0.00
0.01 0.02 0.00
-0.01 0.02 0.01
0.00 -0.01 0.00
-0.07 0.03 0.01
0.04 -0.04 0.03
-0.07 0.03 -0.01
0.20 -0.10 -0.09
-0.12 -0.01 -0.03
0.08 -0.03 -0.02
0.00 0.01 -0.01
0.02 0.00 0.00
0.03 0.00 0.02
0.00 -0.01 0.00

## Properties
calculated total energy = -115589.1348 eV
charge = 0
multiplicity = 3
<S²> = 2.015
LUMO level (spin up / spin down) = -1.051 / -0.807 eV
ΔE to the lowest compared entry with this formula, charge and spin = 15.94 kJ/mol
HOMO energy (spin up / spin down) = -8.377 / -9.175 eV